No. 1
{"formula": "C4H10NO2", "method": "wB97M-V/def2-TZVPD", "species": ["C", "N", "C", "O", "C", "C", "O", "H", "H", "H", "H", "H", "H", "H", "H", "H", "H"], "coordinates": [[1.0538, -0.0437, 0.9334], [0.1430, 0.5477, -0.2046], [0.0199, 1.7081, -0.6346], [0.9365, 2.5837, -0.2793], [-0.7385, -0.5840, -0.7875], [-1.9998, -0.9489, 0.1659], [-2.6488, 0.2281, 0.7831], [1.0514, 0.6062, 1.8623], [0.9369, -1.0148, 1.3765], [1.9880, 0.1983, 0.5072], [-0.6165, 2.0781, -1.5574], [1.6177, 2.8812, -0.9854], [0.0062, -1.3956, -0.7124], [-1.1494, -0.3302, -1.7183], [-2.8112, -1.3206, -0.5407], [-1.8442, -1.8307, 0.7785], [-3.4757, 0.2144, 0.6582]], "forces_ev_per_angstrom": [[-0.07, 4.19, 0.66], [-2.69, -5.57, 1.87], [1.30, 2.96, -3.66], [1.82, 1.38, -0.07], [-0.12, 0.13, 4.09], [-2.11, 1.03, -2.15], [12.12, -1.07, 1.19], [-0.56, -0.21, -1.31], [-0.81, -0.79, -1.19], [1.50, -0.65, -0.19], [0.64, -1.49, 2.13], [-2.04, -0.57, 1.34], [-0.87, 0.00, -0.92], [0.14, 0.41, -1.42], [1.27, 0.18, 0.40], [0.46, 0.54, 0.88], [-9.96, -0.46, -1.65]], "lowdin_charge": [0.078, -0.027, -0.166, 0.081, -0.028, -0.132, 0.010, 0.131, 0.102, 0.081, 0.222, 0.207, 0.129, 0.101, 0.139, 0.109, -0.038], "e_above_lowest_kj_mol": 407.8, "orbital_gap_ev": 10.8, "smiles": "C/[N+](=C\\O)CCO", "e_tot_ev": -9885.3612, "charge": 1, "multiplicity": 1}

=====

No. 2
{"formula": "C10H16O", "method": "wB97M-V/def2-TZVPD", "species": ["C", "C", "C", "C", "C", "O", "C", "C", "H", "H", "H", "H", "H", "H", "H", "H", "C", "C", "C", "H", "H", "H", "H", "H", "H", "H", "H"], "coordinates": [[1.7537, 1.8921, 0.6007], [1.6596, 0.4007, 0.7348], [2.2621, -0.3439, -0.3132], [2.0284, -1.6966, -0.3285], [1.2456, -2.3066, 0.6795], [1.0197, -3.6272, 0.3867], [0.6715, -1.5899, 1.7167], [0.8265, -0.2147, 1.6518], [2.7494, 2.2260, 0.8769], [0.9601, 2.4139, 1.1264], [1.4472, 2.2270, -0.4105], [2.8560, 0.1489, -1.0734], [2.3476, -2.4128, -1.0756], [0.7556, -4.1931, 1.1085], [-0.0343, -2.1225, 2.3469], [0.4598, 0.4287, 2.4533], [-1.6936, 1.6448, -1.9076], [-2.1597, 0.3155, -1.2594], [-2.4417, 0.3535, 0.2268], [-1.0429, 1.4258, -2.7583], [-0.9727, 2.1465, -1.2460], [-2.4664, 2.3653, -2.1586], [-3.0556, 0.0256, -1.8024], [-1.3853, -0.4462, -1.4629], [-2.2517, 1.2958, 0.7396], [-3.5191, 0.0982, 0.3243], [-2.0198, -0.4549, 0.8234]], "forces_ev_per_angstrom": [[-0.84, 0.35, -0.39], [-0.27, 0.08, -1.65], [-0.61, -0.30, 1.09], [-0.35, -0.65, 0.63], [0.21, 0.09, -0.84], [0.13, -0.25, -0.20], [-0.25, -0.88, -1.19], [0.98, 0.82, 1.15], [-0.06, 0.48, -0.09], [0.24, -0.02, 0.97], [0.91, -0.43, 0.06], [-0.06, -0.02, 0.02], [0.31, 0.39, -0.23], [-0.18, 0.23, 0.57], [0.18, 0.36, 0.34], [-0.37, -0.24, -0.26], [1.33, -0.39, 0.74], [0.93, 0.34, -0.90], [-1.85, -0.68, 0.61], [-0.55, 0.05, -0.39], [-0.33, 0.06, 0.20], [-0.18, -0.16, -0.07], [-0.04, -0.34, 0.01], [-0.32, 0.30, -0.01], [0.06, 0.06, -0.18], [0.33, 0.67, 0.29], [0.65, 0.09, -0.28]], "lowdin_charge": [-0.069, -0.288, -0.033, -0.018, -0.316, 0.031, -0.030, -0.073, 0.079, 0.069, 0.077, 0.114, 0.116, 0.100, 0.115, 0.118, -0.114, -0.303, -0.128, 0.064, 0.050, 0.065, 0.089, 0.099, 0.069, 0.071, 0.049], "e_above_lowest_kj_mol": 142.4, "orbital_gap_ev": 9.2, "smiles": "Cc1ccc(O)cc1.CCC", "e_tot_ev": -12676.2488, "multiplicity": 1}

=====

No. 3
{"formula": "C4H6N2O4PS", "method": "wB97M-V/def2-TZVPD", "species": ["C", "C", "C", "C", "N", "N", "O", "O", "O", "O", "P", "S", "H", "H", "H", "H", "H", "H"], "coordinates": [[1.2947, 0.0503, -2.4336], [0.9190, -0.7554, -3.3732], [-2.8735, 0.6494, -0.9104], [-1.6156, -0.9162, 0.5457], [0.5393, 0.5112, -1.3536], [-2.6333, -0.1396, -0.0596], [0.6682, -1.4918, -4.2750], [-3.3624, 1.4056, -1.6487], [1.6395, 0.2102, 1.0782], [0.1905, 2.1375, 0.5404], [1.3429, 1.2438, -0.1855], [3.0249, 2.2496, -0.4915], [2.3189, 0.4191, -2.5433], [-1.1437, -1.5694, -0.1896], [-0.8412, -0.2779, 0.9703], [-2.0813, -1.5062, 1.3342], [2.4747, 0.4543, 1.4785], [-0.4700, 2.2811, -0.1378]], "forces_ev_per_angstrom": [[0.54, 0.71, 0.66], [-0.26, -1.22, -1.46], [-0.37, -0.43, 0.56], [0.52, -0.32, 0.25], [0.16, 0.48, 0.73], [-0.11, -0.06, 0.12], [0.04, 0.54, 0.69], [-0.10, 0.94, -1.03], [-0.38, 0.14, -0.54], [0.30, -0.19, 0.06], [-0.05, -0.33, 0.35], [-0.30, -0.26, -0.04], [0.02, -0.12, -0.25], [0.00, 0.01, 0.11], [-0.06, -0.10, 0.02], [0.13, -0.09, 0.02], [0.28, 0.14, 0.03], [-0.35, 0.18, -0.28]], "lowdin_charge": [-0.317, -0.212, -0.375, -0.115, -0.202, 0.072, 0.064, 0.118, -0.269, -0.243, 0.055, 0.109, 0.068, 0.082, 0.047, 0.070, 0.012, 0.036], "e_above_lowest_kj_mol": 47.4, "orbital_gap_ev": 6.9, "e_tot_ev": -35542.5203, "charge": -1, "multiplicity": 1}

=====

No. 4
{"formula": "C2H4CsO2", "method": "wB97M-V/def2-TZVPD", "species": ["C", "C", "O", "H", "H", "H", "Cs", "O", "H"], "coordinates": [[0.4226, -0.5826, -0.0026], [1.2239, -0.0461, 1.0646], [-0.5524, 0.2665, -0.1586], [0.8334, -0.9752, -0.9378], [2.2872, -0.0778, 0.7950], [1.0324, -0.5902, 1.9998], [-4.6348, 0.6180, -2.3732], [-1.0022, 0.4298, -1.4765], [0.3898, 0.9576, 1.0893]], "forces_ev_per_angstrom": [[-0.89, 3.33, -2.28], [-2.59, 1.29, 2.25], [0.10, -2.34, -2.58], [-0.70, -0.87, 0.27], [-0.36, 0.75, 0.23], [0.55, 0.06, 0.00], [0.39, 0.00, 0.08], [-0.76, -0.42, 0.60], [4.27, -1.81, 1.43]], "lowdin_charge": [-0.099, -0.028, -0.163, 0.158, 0.104, 0.091, 0.968, -0.240, 0.208], "e_above_lowest_kj_mol": 36.1, "orbital_gap_ev": [8.3, 8.3], "e_tot_ev": -6770.0019, "charge": 1, "multiplicity": 1}

=====

No. 5
{"formula": "C6H12O", "method": "wB97M-V/def2-TZVPD", "species": ["C", "C", "C", "O", "C", "C", "C", "H", "H", "H", "H", "H", "H", "H", "H", "H", "H", "H", "H"], "coordinates": [[1.6799, 0.8292, 0.7327], [0.7343, -0.1897, 0.1231], [1.3954, -0.9892, -0.9831], [-0.0177, -0.8859, 1.1194], [-0.7400, -0.0640, 0.1995], [-1.3938, 1.2029, 0.7152], [-1.6786, -0.8755, -0.6744], [2.3828, 0.2809, 1.3728], [1.1626, 1.5568, 1.3608], [2.2563, 1.3565, -0.0360], [1.5123, -0.3449, -1.8638], [0.8239, -1.8690, -1.2825], [2.3936, -1.3211, -0.6776], [-1.5161, 1.9027, -0.1211], [-2.3894, 0.9870, 1.1182], [-0.8170, 1.7063, 1.4926], [-2.4238, -1.3402, -0.0156], [-1.1645, -1.6779, -1.2070], [-2.2086, -0.2415, -1.3945]], "forces_ev_per_angstrom": [[-0.08, 0.04, -0.03], [0.20, 0.10, -0.19], [-0.03, -0.08, 0.00], [0.00, -0.15, 0.19], [-0.17, 0.16, -0.12], [0.01, 0.02, 0.07], [0.06, 0.02, -0.04], [-0.07, 0.11, -0.15], [0.14, -0.10, -0.13], [-0.13, -0.06, 0.11], [0.02, -0.10, 0.14], [0.07, 0.12, 0.13], [-0.13, 0.04, 0.00], [-0.02, -0.11, 0.13], [0.13, -0.01, -0.05], [-0.07, -0.16, -0.09], [0.09, 0.11, -0.14], [-0.13, 0.16, 0.07], [0.12, -0.10, 0.09]], "lowdin_charge": [-0.012, -0.479, -0.017, 0.019, -0.479, -0.016, -0.012, 0.094, 0.067, 0.087, 0.093, 0.071, 0.086, 0.093, 0.086, 0.070, 0.094, 0.068, 0.087], "e_above_lowest_kj_mol": 89.4, "orbital_gap_ev": 10.9, "smiles": "CC1(C)OC1(C)C", "e_tot_ev": -8463.4278, "multiplicity": 1}

=====

No. 6
{"formula": "C3H16O4", "method": "wB97M-V/def2-TZVPD", "species": ["C", "C", "C", "H", "H", "H", "H", "H", "H", "H", "H", "O", "H", "H", "O", "H", "H", "O", "H", "H", "O", "H", "H"], "coordinates": [[-1.2148, -1.0652, 1.6954], [-0.4892, -0.2576, 0.6109], [1.0267, -0.5508, 0.4057], [-1.6663, -1.9767, 1.2990], [-1.9233, -0.4487, 2.2408], [-0.5058, -1.3445, 2.5064], [-0.6090, 0.7932, 0.8291], [-0.9035, -0.6117, -0.3315], [1.2636, -0.3335, -0.6226], [1.6362, -0.1325, 1.2057], [1.2453, -1.6349, 0.2700], [2.4592, -2.8555, -1.2489], [3.1186, -2.1283, -1.2249], [1.9269, -2.5227, -2.0118], [3.4253, 0.5284, -1.8334], [2.6402, 0.8036, -2.3381], [3.3786, 1.2160, -1.1448], [-1.4983, 2.5934, -1.2947], [-1.2718, 1.7209, -0.9590], [-2.4587, 2.6749, -1.2399], [-3.4498, 1.9844, 0.8874], [-3.3880, 1.0402, 1.0323], [-2.7423, 2.5077, 1.2668]], "forces_ev_per_angstrom": [[1.21, 0.00, 0.98], [0.90, -1.42, -0.07], [-1.09, -1.55, 0.08], [-0.05, 0.16, 0.19], [-0.55, -0.06, -0.23], [-0.26, -0.11, -0.55], [-0.21, 0.40, -0.43], [-0.55, 0.83, -0.26], [0.58, 1.36, -0.10], [0.29, 0.13, -0.44], [-0.44, 0.39, 1.07], [0.03, 1.33, -1.29], [-0.23, -0.63, 0.31], [0.33, -0.75, 0.81], [-0.80, 0.89, 0.16], [0.37, -0.44, -0.21], [0.46, -0.51, -0.01], [0.19, 0.27, -0.23], [-0.29, 0.00, 0.03], [0.17, -0.27, 0.19], [-0.95, 0.50, -0.63], [0.59, 0.07, 0.41], [0.30, -0.60, 0.23]], "lowdin_charge": [-0.115, -0.315, -0.114, 0.074, 0.049, 0.081, 0.078, 0.098, 0.030, 0.079, 0.064, -0.090, 0.037, 0.057, -0.071, 0.044, 0.049, -0.068, -0.011, 0.027, -0.049, 0.025, 0.042], "e_above_lowest_kj_mol": 105.2, "orbital_gap_ev": 11.5, "smiles": "CCC.O.O.O.O", "e_tot_ev": -11559.8533, "multiplicity": 1}